Entry from the Open Molecules 2025 dataset: a structure of composition C28H47BrN2OP2Ti (wB97M-V/def2-TZVPD).

The LUMO energy (alpha / beta) comes out at -0.24624 / -0.24021 hartree. The value obtained for the energy above the lowest of the compared OMol25 structures with the same formula, charge and spin is 19.3 kcal/mol. For the HOMO-LUMO gap (alpha / beta), the calculation gives 5.0 / 5.1 eV. The HOMO energy (alpha / beta) is -11.684 / -11.684 eV.

Geometry as ORCA input:
```
! RIJCOSX wB97M-V def2-TZVPD def2/J DEFGRID3
* xyz 2 3
N -6.210 4.571 -5.495
C -6.128 4.943 -4.208
C -5.478 4.174 -3.243
C -4.854 2.957 -3.631
C -4.961 2.589 -4.997
C -5.658 3.418 -5.873
C -4.078 2.198 -2.669
Ti -2.202 0.575 -1.305
P 4.754 -0.601 -0.842
C -3.001 1.388 -3.105
C -1.577 1.844 -2.968
C -0.549 1.264 -3.729
C 0.782 1.489 -3.343
C 1.057 2.059 -2.074
C 0.069 2.826 -1.440
C -1.284 2.683 -1.853
Br 2.225 1.207 -0.884
H -4.369 2.209 -1.604
H -3.201 0.567 -3.806
H -5.403 4.549 -2.224
H -4.523 1.676 -5.397
H -6.593 5.902 -3.959
H -5.746 3.137 -6.925
H -0.929 0.689 -4.582
H -2.062 3.433 -1.561
H 1.618 1.156 -3.956
H 0.354 3.514 -0.651
P -1.041 -1.693 -1.508
C 5.035 1.221 -0.815
C 6.423 1.732 -1.130
H 4.720 1.591 0.176
H 4.366 1.640 -1.589
H 6.419 2.815 -0.947
H 7.170 1.258 -0.483
H 6.661 1.562 -2.187
C 3.931 -1.053 -2.413
C 4.839 -1.997 -3.212
H 3.728 -0.137 -2.981
H 2.980 -1.541 -2.168
H 4.460 -2.113 -4.237
H 5.868 -1.606 -3.276
H 4.881 -2.996 -2.752
C 3.705 -1.183 0.559
C 4.555 -1.822 1.640
H 2.980 -1.890 0.134
H 3.143 -0.326 0.945
H 3.948 -2.503 2.225
H 5.390 -2.384 1.221
H 4.961 -1.075 2.318
C -0.893 -2.839 -0.071
C -1.689 -4.143 -0.105
H -1.172 -2.251 0.814
H 0.175 -3.070 0.047
H -2.706 -4.011 0.282
H -1.757 -4.589 -1.103
H -1.213 -4.892 0.541
C 0.124 -2.523 -2.687
C -0.155 -2.243 -4.154
H 0.120 -3.620 -2.489
H 1.133 -2.167 -2.412
H -1.182 -2.490 -4.436
H 0.032 -1.193 -4.377
H 0.514 -2.841 -4.783
C -2.743 -2.084 -2.161
C -3.834 -1.550 -1.230
H -2.810 -3.177 -2.274
H -2.859 -1.660 -3.172
H -4.446 -0.783 -1.731
H -4.512 -2.371 -0.962
H -3.451 -1.153 -0.257
C -3.415 0.426 2.492
N -1.972 0.525 2.759
C -1.498 0.416 4.143
C -1.133 0.688 1.738
O -1.554 0.805 0.533
H -3.896 0.432 3.472
H -3.657 -0.521 1.987
H -3.781 1.269 1.888
H -0.941 -0.519 4.290
H -0.871 1.272 4.428
H -2.392 0.396 4.772
H -0.055 0.690 1.981
*
```

=====

Entry from the Open Molecules 2025 dataset: a structure of composition C34H36N2O2P2Ru (wB97M-V/def2-TZVPD).

The LUMO energy (alpha / beta) comes out at -0.22231 / -0.29406 hartree. For the HOMO-LUMO gap (alpha / beta), the calculation gives 7.5 / 6.2 eV. The HOMO energy (alpha / beta) is -13.582 / -14.159 eV.

Geometry as ORCA input:
```
! RIJCOSX wB97M-V def2-TZVPD def2/J DEFGRID3
* xyz 2 5
Ru -0.220 0.476 0.711
C -1.156 1.164 2.733
C -0.010 1.938 2.428
C -0.256 2.677 1.257
C -1.563 2.335 0.759
C -2.113 1.358 1.696
C -3.474 0.805 1.724
C -2.234 3.015 -0.370
C 0.614 3.810 0.758
C 1.181 2.271 3.265
C -1.398 0.335 3.940
H -3.519 -0.159 2.216
H -3.860 0.859 0.700
H -4.264 1.523 2.231
H -1.511 3.696 -0.791
H -3.087 3.609 -0.072
H -2.578 2.314 -1.138
H 1.579 3.871 1.276
H 0.078 4.732 0.931
H 0.844 3.848 -0.309
H 1.109 1.691 4.202
H 1.154 3.270 3.597
H 2.125 2.080 2.701
H -0.534 -0.012 4.451
H -2.058 -0.520 3.678
H -1.984 0.979 4.672
N 0.212 -1.599 -1.483
P 1.356 -0.478 -0.841
C 2.863 -1.277 -0.284
C 3.204 -1.546 1.060
C 4.356 -2.318 1.316
C 5.274 -2.715 0.337
C 4.935 -2.371 -0.959
C 3.787 -1.687 -1.252
C 1.658 0.677 -2.151
C 2.689 1.559 -1.966
C 3.034 2.483 -2.919
C 2.297 2.532 -4.123
C 1.172 1.730 -4.351
C 0.884 0.729 -3.346
P -1.042 -1.612 -0.324
C -1.013 -3.111 0.636
C -0.169 -4.195 0.353
C -0.036 -5.213 1.281
C -0.825 -5.192 2.367
C -1.702 -4.164 2.645
C -1.816 -3.087 1.756
C -2.627 -1.457 -1.200
C -2.762 -0.387 -2.059
C -3.918 -0.298 -2.831
C -4.928 -1.184 -2.655
C -4.856 -2.186 -1.690
C -3.687 -2.304 -0.946
H 0.316 -2.241 -2.268
H 2.577 -1.193 1.851
H 4.546 -2.460 2.376
H 6.089 -3.323 0.573
H 5.584 -2.595 -1.801
H 3.521 -1.393 -2.266
H 3.198 1.515 -0.980
H 3.854 3.186 -2.690
H 2.594 3.267 -4.912
H 0.669 1.742 -5.314
H 0.135 0.065 -3.537
H 0.478 -4.078 -0.598
H 0.674 -6.064 1.132
H -0.699 -5.872 3.181
H -2.277 -4.217 3.557
H -2.383 -2.194 2.048
H -1.981 0.312 -2.362
H -3.921 0.406 -3.652
H -5.788 -1.271 -3.341
H -5.781 -2.772 -1.604
H -3.538 -3.076 -0.234
O 2.804 5.886 -0.355
N 3.483 6.527 -1.093
O 4.641 6.545 -1.328
*
```

=====

Entry from the Open Molecules 2025 dataset: a structure of composition C30H32F2N4NdO2Si2 (wB97M-V/def2-TZVPD).

The LUMO energy (alpha / beta) comes out at -0.15097 / -0.15091 hartree. The value obtained for the energy above the lowest of the compared OMol25 structures with the same formula, charge and spin is 0.0 kcal/mol. For the HOMO-LUMO gap (alpha / beta), the calculation gives 6.3 / 6.3 eV. The HOMO energy (alpha / beta) is -10.408 / -10.409 eV.

Geometry as ORCA input:
```
! RIJCOSX wB97M-V def2-TZVPD def2/J DEFGRID3
* xyz 1 4
Nd 0.017 0.001 0.517
F 3.204 3.671 3.545
C 2.263 2.721 3.620
C 1.596 2.330 2.472
C 0.606 1.355 2.509
C 0.286 0.778 3.760
C 1.019 1.174 4.877
F 0.816 0.602 6.083
C 2.003 2.142 4.840
C -0.811 -0.225 3.832
C -1.417 -0.644 5.019
C -2.449 -1.563 4.983
C -2.882 -2.069 3.766
C -2.248 -1.615 2.635
N -1.245 -0.727 2.655
H 1.898 2.809 1.543
H 2.540 2.419 5.736
H -1.099 -0.241 5.964
H -2.915 -1.879 5.908
H -3.687 -2.785 3.696
H -2.558 -1.964 1.656
O -5.329 2.401 -5.111
N -4.265 2.716 -4.629
O -3.624 3.703 -4.935
C -3.680 1.809 -3.622
C -4.017 0.505 -3.731
C -3.452 -0.458 -2.853
C -3.727 -1.837 -2.968
C -3.119 -2.717 -2.119
C -2.236 -2.215 -1.155
N -1.976 -0.928 -1.010
C -2.572 -0.046 -1.845
C -2.272 1.361 -1.699
N -1.470 1.720 -0.670
C -1.183 3.004 -0.487
C -1.623 4.000 -1.350
C -2.429 3.657 -2.406
C -2.795 2.302 -2.601
H -4.708 0.197 -4.504
H -4.410 -2.179 -3.735
H -3.297 -3.782 -2.181
H -1.719 -2.894 -0.485
H -0.576 3.244 0.380
H -1.341 5.029 -1.176
H -2.781 4.410 -3.090
C 3.286 -0.966 1.711
Si 2.662 -2.172 0.414
C 1.414 -3.262 1.319
C 4.097 -3.185 -0.194
C 1.654 -1.288 -0.871
Si 2.348 -0.037 -2.052
C 0.978 0.381 -3.268
C 3.858 -0.556 -3.001
C 2.653 1.549 -1.073
H 3.923 -1.499 2.423
H 2.480 -0.512 2.300
H 3.884 -0.153 1.291
H 1.863 -3.777 2.173
H 0.985 -4.022 0.658
H 0.581 -2.672 1.729
H 4.529 -3.756 0.633
H 4.878 -2.540 -0.604
H 3.797 -3.887 -0.977
H 1.095 -2.048 -1.442
H 0.627 -0.517 -3.788
H 1.312 1.096 -4.027
H 0.117 0.830 -2.760
H 3.666 -1.492 -3.534
H 4.717 -0.717 -2.344
H 4.130 0.206 -3.737
H 1.707 2.011 -0.747
H 3.153 2.310 -1.679
H 3.269 1.382 -0.186
*
```

=====

Entry from the Open Molecules 2025 dataset: a cluster of 2 separate species, C4H11NO2 in total (wB97M-V/def2-TZVPD).

The LUMO energy comes out at 0.03195 hartree. The value obtained for the energy above the lowest of the compared OMol25 structures with the same formula, charge and spin is 24.5 kcal/mol. Its SMILES is CCC(=O)NC.O. For the HOMO-LUMO gap, the calculation gives 10.4 eV. The HOMO energy is -9.494 eV.

Geometry as ORCA input:
```
! RIJCOSX wB97M-V def2-TZVPD def2/J DEFGRID3
* xyz 0 1
C 0.064 1.136 0.979
C -0.454 -0.257 0.485
C 0.436 2.056 -0.186
N 0.158 1.619 -1.452
C 0.639 2.324 -2.632
O 1.352 2.854 -0.042
H -0.746 1.508 1.634
H 0.880 1.066 1.681
H 0.307 -0.681 -0.145
H -1.361 -0.123 -0.088
H -0.655 -0.852 1.382
H -0.674 1.091 -1.672
H 1.469 1.747 -3.093
H -0.131 2.309 -3.394
H 1.099 3.296 -2.419
H -0.534 -6.701 2.273
H -0.845 -6.253 3.809
O -1.006 -6.137 2.879
*
```

=====

Entry from the Open Molecules 2025 dataset: the molecule C4H8O2 (wB97M-V/def2-TZVPD).

The LUMO energy comes out at 0.03587 hartree. The value obtained for the energy above the lowest of the compared OMol25 structures with the same formula, charge and spin is 52.4 kcal/mol. Its SMILES is COCCC=O. For the HOMO-LUMO gap, the calculation gives 10.5 eV. The HOMO energy is -9.476 eV.

Geometry as ORCA input:
```
! RIJCOSX wB97M-V def2-TZVPD def2/J DEFGRID3
* xyz 0 1
C 2.060 0.317 -0.376
O 0.710 0.015 -0.578
C 0.109 -0.415 0.606
C -1.317 -0.671 0.306
C -1.935 0.683 0.006
O -3.074 0.684 0.393
H 2.461 0.642 -1.335
H 2.609 -0.569 -0.024
H 2.179 1.120 0.367
H 0.151 0.385 1.377
H 0.566 -1.314 1.024
H -1.784 -1.046 1.240
H -1.548 -1.401 -0.476
H -1.392 1.673 -0.106
*
```

=====

Entry from the Open Molecules 2025 dataset: a cluster of 2 separate species, CH9N2O in total (wB97M-V/def2-TZVPD).

The LUMO energy comes out at -0.12907 hartree. The value obtained for the energy above the lowest of the compared OMol25 structures with the same formula, charge and spin is 8.3 kcal/mol. For the HOMO-LUMO gap, the calculation gives 11.5 eV. The HOMO energy is -15.045 eV.

Geometry as ORCA input:
```
! RIJCOSX wB97M-V def2-TZVPD def2/J DEFGRID3
* xyz 1 1
O -1.743 1.105 -1.572
H -2.695 1.244 -1.592
H -1.094 -0.932 1.439
H -1.477 0.670 -2.386
N -0.189 -1.141 1.021
C 0.505 0.178 0.581
N 1.828 -0.155 0.184
H -0.314 -1.710 0.179
H 0.430 -1.701 1.600
H 0.442 0.808 1.454
H -0.140 0.510 -0.217
H 2.050 0.148 -0.752
H 2.528 0.222 0.804
*
```